Molecular formula: C5H10O2
Method: DFT, ωB97M-V/def2-TZVPD

Calculated values
Molecular weight (g/mol): 102.1
E_HOMO (eV): -9.7
Total charge: 0
LUMO energy (eV): 1.05
Energy relative to the best compared isomer or geometry (same formula, charge and spin) (kcal/mol): 64.8

Cartesian coordinates (Å):
C (1.25, -1.73, -1.21)
C (-0.22, -1.97, -1.43)
O (-0.94, -2.55, -0.66)
C (-0.36, 0.97, -0.11)
C (-1.19, 1.45, 1.08)
C (0.16, 1.46, 1.81)
O (0.84, 0.91, 0.67)
H (1.80, -2.56, -1.66)
H (1.57, -0.80, -1.68)
H (1.46, -1.69, -0.14)
H (-0.63, -1.57, -2.39)
H (-0.66, -0.01, -0.49)
H (-0.26, 1.68, -0.95)
H (-1.69, 2.42, 0.97)
H (-1.90, 0.71, 1.45)
H (0.23, 0.81, 2.69)
H (0.55, 2.46, 2.06)

Atom charges from the Löwdin analysis, given in e for atoms 1 to 4:
1. C -0.0608
2. C -0.3536
3. O 0.0332
4. C -0.1962